(1)
# C9H6Cl2N2OScSe

A structure of composition C9H6Cl2N2OScSe at a distorted geometry (ωB97M-V/def2-TZVPD, the OMol25 dataset).

Summary:
E_HOMO	-3.800	eV
energy relative to the best compared isomer or geometry (same formula, charge and spin)	3.332	eV
charge	-1
HOMO-LUMO gap	5.5439	eV

CARTESIAN COORDINATES (ANGSTROEM)
Se 2.01080 1.05086 -0.00930
Sc 1.19640 -1.45564 -0.00930
Cl 1.94960 -3.74804 -0.00930
Cl 3.60930 -1.46364 -0.00930
O -0.28860 -2.53494 -0.00930
N -4.96200 3.00746 0.03760
N 2.95330 3.95106 -0.00930
C -2.44000 0.85126 1.18930
C -4.02180 2.32696 0.02750
C 2.59540 2.85056 -0.00930
C -1.01170 0.47786 -1.18060
C -0.59700 -0.15214 -0.00930
C -2.14250 1.29726 -1.17150
C -1.30840 0.03296 1.17410
C 3.72600 -3.29344 -0.00930
C -2.86050 1.48626 0.01500
H 4.23120 -3.66054 0.90990
H -0.44920 0.32636 -2.09790
H -2.98820 0.98876 2.11950
H -2.45750 1.78456 -2.09250
H -0.97590 -0.46334 2.08180
H 4.23120 -3.66054 -0.92850

Cartesian forces (eV/Å) of the 6 atoms listed first:
Se 0.807 2.877 0.054
Sc -6.556 -0.124 0.010
Cl 1.523 -1.416 -0.003
Cl 2.648 -1.120 0.006
O 2.515 0.022 -0.005
N 0.740 -0.554 -0.008

(2)
# C9H6FeN2O4

A structure of composition C9H6FeN2O4 at a distorted geometry (ωB97M-V/def2-TZVPD, the OMol25 dataset).

Summary:
multiplicity	6
E_HOMO (spin up / spin down)	-21.847 / -23.644	eV
energy relative to the best compared isomer or geometry (same formula, charge and spin)	0.000	eV
charge	+3
HOMO-LUMO gap (spin up / spin down)	9.2836 / 7.9529	eV

CARTESIAN COORDINATES (ANGSTROEM)
Fe 0.49665 -1.48079 -0.60666
O -2.00197 -1.68428 -2.03476
O 2.04734 -3.00150 -3.42856
O 2.98308 -1.58437 0.82323
O -0.67845 -3.35947 1.25827
N -0.01985 0.20633 0.28350
N -0.11537 1.41899 -1.67818
C -0.28498 1.39325 -0.33863
C -0.92665 -1.83336 -1.61589
C 2.07081 -1.83022 0.13657
C -0.53947 1.35822 2.35376
C -0.16197 -2.70511 0.44348
C 1.54687 -2.57857 -2.49497
C -0.82556 2.55734 1.70383
C -0.13047 0.23056 1.64818
C -0.69409 2.54818 0.33683
H -0.30274 2.26145 -2.19464
H 0.10626 0.60880 -2.21898
H -0.63779 1.29669 3.43195
H -1.14456 3.43857 2.25099
H -0.89945 3.43023 -0.24873
H 0.11236 -0.69094 2.18942

Cartesian forces (eV/Å) of the 6 atoms listed first:
Fe 1.531 4.104 -2.618
O 4.794 -1.070 1.936
O -1.592 1.296 2.956
O -4.525 -1.631 -3.252
O 2.585 3.002 -4.068
N -0.199 0.835 2.018

(3)
# C9H6FeN2O4

A structure of composition C9H6FeN2O4 at a distorted geometry (ωB97M-V/def2-TZVPD, the OMol25 dataset).

Summary:
multiplicity	6
E_HOMO (spin up / spin down)	-21.347 / -23.109	eV
energy relative to the best compared isomer or geometry (same formula, charge and spin)	1.903	eV
charge	+3
HOMO-LUMO gap (spin up / spin down)	8.2033 / 7.0335	eV

CARTESIAN COORDINATES (ANGSTROEM)
Fe 0.07635 -0.20633 -0.15297
O 0.09572 1.00829 -2.85410
O -0.24612 2.12009 1.61563
O -0.95240 -2.65834 0.96783
O -2.66546 0.79280 -0.39303
N 2.06053 -0.87126 2.43264
N 1.93746 -1.12829 0.09804
C 0.07809 0.68219 -1.73348
C 3.92314 -1.92916 1.25605
C -0.82428 -1.54117 0.65268
C -0.16792 1.23063 0.85725
C 4.40395 -2.45346 0.05678
C 2.42523 -1.67777 -1.04885
C 2.63671 -1.28983 1.26334
C 3.64622 -2.34646 -1.11277
C -1.58860 0.32661 -0.35051
H 5.36940 -2.98412 0.01760
H 3.99342 -2.76181 -2.06054
H 4.49967 -2.03075 2.18573
H 1.22128 -0.30122 2.50632
H 1.80867 -1.57831 -1.94860
H 2.58656 -1.02986 3.27036

Cartesian forces (eV/Å) of the 6 atoms listed first:
Fe 7.888 -3.087 -0.310
O -0.436 -1.360 5.770
O 0.180 -4.455 -4.066
O 0.162 5.667 -1.491
O 5.450 -2.547 0.275
N 1.305 -0.613 -2.430

(4)
# C9H6O2

The molecule C9H6O2 at a distorted geometry (ωB97M-V/def2-TZVPD, the OMol25 dataset).

Summary:
SMILES string	O=c1occc2ccccc12
E_HOMO	-8.767	eV
energy relative to the best compared isomer or geometry (same formula, charge and spin)	1.451	eV
charge	0
HOMO-LUMO gap	8.9194	eV

CARTESIAN COORDINATES (ANGSTROEM)
O 0.75032 2.10784 -0.29273
O -1.15471 2.24176 0.67505
C -0.34353 1.51474 0.15986
C -0.73591 -2.49056 0.05323
C -1.44874 -0.43883 0.72081
C 0.47485 -2.08178 -0.34090
C 1.85929 1.37452 -0.55958
C 1.88193 0.03793 -0.84064
C -0.34984 0.04380 0.17712
C 0.72987 -0.77467 -0.47646
C -1.71185 -1.82563 0.71302
H -0.80763 -3.64709 -0.09181
H 1.22155 -2.82645 -0.60594
H -2.27893 0.27349 1.02900
H 2.79600 -0.24387 -1.23336
H 2.60824 2.02735 -0.89185
H -2.44055 -2.53728 1.09659

Cartesian forces (eV/Å) of the 6 atoms listed first:
O 1.680 0.394 -0.144
O -0.610 -0.316 -0.458
C -0.461 0.302 1.698
C -1.039 -5.856 0.606
C -5.141 -1.169 1.815
C 2.858 -0.464 -1.988

(5)
# C9H7BFNO

The molecule C9H7BFNO at a distorted geometry (ωB97M-V/def2-TZVPD, the OMol25 dataset).

Summary:
multiplicity	3
E_HOMO (spin up / spin down)	-5.243 / -8.963	eV
charge	0
HOMO-LUMO gap (spin up / spin down)	5.4069 / 6.4901	eV

CARTESIAN COORDINATES (ANGSTROEM)
F -3.06682 -2.80156 -0.07832
O 0.88549 -0.71540 -2.71848
N 0.98258 0.52307 1.47007
C -1.07284 -0.50216 1.85692
C -2.10151 -1.34630 1.51572
C 1.73653 1.47069 1.09803
C -0.07077 -0.14834 0.93389
C -2.09963 -1.90920 0.24608
C 1.38453 1.89610 -1.29533
C 1.72486 2.31000 -0.08335
C -0.13446 -0.66134 -0.38258
C -1.14653 -1.58004 -0.68693
B 0.71323 -0.14417 -1.55273
H -1.18852 -2.01482 -1.67466
H 2.11750 3.31631 0.07741
H 1.42843 2.51817 -2.17553
H 2.50741 1.72677 1.82693
H 1.30312 -0.25066 -3.44144
H -2.88070 -1.60432 2.21554
H -1.02190 -0.08281 2.84876

Cartesian forces (eV/Å) of the 6 atoms listed first:
F 0.329 0.351 0.111
O -0.106 -1.184 -0.858
N -5.095 -2.694 -0.707
C -1.094 -0.374 0.475
C 0.229 0.027 0.274
C 3.708 3.353 -0.365

(6)
# C9H7Br3O2

A structure of composition C9H7Br3O2 at a distorted geometry (ωB97M-V/def2-TZVPD, the OMol25 dataset).

Summary:
E_HOMO (spin up / spin down)	-9.280 / -9.206	eV
energy relative to the best compared isomer or geometry (same formula, charge and spin)	2.200	eV
charge	0
HOMO-LUMO gap (spin up / spin down)	7.6906 / 6.8086	eV

CARTESIAN COORDINATES (ANGSTROEM)
Br -4.75962 -1.95117 -0.10512
Br -5.05641 1.43388 0.51944
Br 3.72133 -0.91727 1.42755
O -2.31771 -1.73008 0.64953
O -3.00730 0.53296 -0.26119
C 1.63892 1.32270 0.07027
C 0.33256 1.69850 0.32480
C -1.46978 -1.64137 -0.14737
C 1.93773 -0.00337 -0.31122
C -0.68854 0.76591 0.06960
C 3.32439 -0.51322 -0.37367
C 0.87192 -0.91114 -0.52541
C -0.47085 -0.55351 -0.21522
C -2.09012 1.15899 0.17011
H 0.15817 2.76879 0.65906
H 2.53199 1.88931 0.23376
H -1.03161 -2.49771 -0.74215
H 0.91743 -1.98916 -0.39817
H 4.01699 0.33197 -0.68750
H 3.72940 -1.38511 -0.96886
H -2.28888 2.19011 0.61178

Cartesian forces (eV/Å) of the 6 atoms listed first:
Br -0.473 -0.519 -0.154
Br -0.814 0.628 0.280
Br 0.760 -0.483 1.487
O -2.128 -0.510 1.920
O -0.389 -0.748 -0.956
C 0.496 -1.745 -0.228

Among the records above, which one has the lowest charge? C9H6Cl2N2OScSe

Which formula does entry 2 have? C9H6FeN2O4

Which formula does entry 4 have? C9H6O2

Which of these has the lowest charge? C9H6Cl2N2OScSe